1.
This record from the OMol25 dataset describes a molecular structure, C15H35CdN4O9S in a non-equilibrium geometry. The level of theory is wB97M-V/def2-TZVPD.

Summary:
Spin multiplicity ... 1
Charge ... +1
Frontier orbital gap ... 0.2068 Eh
Strongest force on any atom ... 4.4 eV/A

```
65
Properties=species:S:1:pos:R:3:forces:R:3:lowdin_charge:R:1
Cd 22.091 25.589 -15.788 -0.02 -1.93 0.36 1.469
C 22.759 22.253 -15.263 -2.26 -0.79 -0.68 -0.281
O 22.535 23.639 -15.329 1.01 0.48 0.27 -0.524
H 21.896 21.762 -15.714 -0.45 -0.29 0.18 0.070
H 23.518 21.745 -15.859 1.06 1.01 -0.28 0.056
H 22.819 21.808 -14.270 0.15 0.53 0.44 0.065
C 25.221 27.492 -17.240 -0.07 0.47 1.33 0.027
C 24.346 26.358 -17.657 3.49 1.59 0.68 -0.604
O 23.182 26.340 -17.384 -4.41 0.20 -0.24 -0.079
N 24.953 25.396 -18.266 1.70 -0.65 -1.08 0.034
C 24.349 24.282 -18.895 -0.68 -1.13 -0.44 -0.035
H 24.797 28.060 -16.413 -0.79 0.13 -0.39 0.082
H 25.399 28.181 -18.066 0.59 -0.23 0.12 0.108
H 26.057 27.077 -16.677 0.84 0.06 -0.95 0.094
H 25.953 25.399 -18.408 -0.12 0.74 0.27 0.164
H 23.422 24.537 -19.408 0.02 0.09 0.14 0.105
H 24.152 23.523 -18.138 -0.10 -0.35 -0.30 0.092
H 25.070 23.956 -19.644 -0.29 -0.45 0.09 0.105
C 24.797 27.661 -12.993 -0.02 0.59 -0.29 0.022
C 24.661 26.366 -13.793 0.91 1.74 3.28 -0.566
O 23.727 26.152 -14.522 -1.69 0.27 -1.58 -0.091
N 25.618 25.487 -13.600 0.39 -1.14 -1.46 0.073
C 25.642 24.290 -14.478 0.63 -0.51 0.40 -0.025
H 24.982 27.596 -11.920 0.27 -0.65 -0.09 0.092
H 23.948 28.343 -13.051 -0.23 -0.41 -0.44 0.087
H 25.633 28.198 -13.440 0.17 0.11 0.12 0.089
H 26.311 25.656 -12.885 0.04 -0.13 -0.32 0.157
H 26.667 23.971 -14.667 0.10 -0.08 0.66 0.091
H 25.278 24.417 -15.498 -0.49 0.78 0.34 0.068
H 25.040 23.496 -14.038 0.17 -0.06 -0.05 0.081
C 23.352 17.716 -15.790 -0.49 -0.68 1.02 0.011
C 22.205 17.052 -14.987 -0.15 1.96 0.39 -0.593
O 21.102 17.511 -14.801 -1.06 1.15 -0.92 0.039
N 22.546 15.992 -14.301 0.86 -3.74 2.20 0.013
C 21.732 15.232 -13.272 0.15 0.90 -0.40 -0.034
H 23.355 18.794 -15.629 -0.63 -0.03 -0.54 0.063
H 23.273 17.351 -16.814 0.35 0.49 -0.07 0.080
H 24.277 17.430 -15.290 0.21 -0.41 -0.46 0.063
H 23.446 15.562 -14.464 -0.11 0.21 0.02 0.125
H 21.186 14.384 -13.684 0.49 -0.17 -0.20 0.077
H 20.953 15.787 -12.750 0.19 0.80 -0.63 0.078
H 22.399 14.966 -12.452 0.20 -0.43 -0.38 0.075
C 26.321 20.459 -13.601 -0.12 -0.06 0.05 -0.004
C 25.283 20.429 -12.478 -0.31 -1.65 -1.39 -0.585
O 24.284 19.751 -12.642 -0.38 0.21 0.23 0.041
N 25.622 21.035 -11.344 0.95 1.63 -0.39 0.003
C 24.853 20.999 -10.129 -0.67 -1.39 0.46 -0.060
H 27.186 21.090 -13.400 -0.02 0.13 -0.18 0.066
H 25.833 20.691 -14.547 -0.01 0.40 0.11 0.069
H 26.677 19.441 -13.759 0.06 -0.06 0.31 0.087
H 26.443 21.596 -11.518 -0.10 0.11 1.10 0.125
H 24.969 21.810 -9.409 0.38 0.09 -0.50 0.087
H 25.076 20.045 -9.651 0.28 0.12 0.52 0.090
H 23.794 20.851 -10.339 -0.05 0.50 -0.39 0.086
C 21.343 24.842 -11.381 0.14 -0.85 1.28 -0.168
C 20.495 23.967 -12.278 -0.69 2.20 0.32 -0.211
O 19.923 23.004 -11.427 0.42 -1.41 0.65 -0.186
S 19.755 23.479 -9.831 -1.75 0.70 -2.01 0.731
O 20.156 22.446 -8.908 0.18 1.67 -1.55 -0.216
O 18.401 24.013 -9.750 2.42 -0.63 0.28 -0.242
O 20.821 24.705 -10.046 -1.02 -0.61 1.37 -0.221
H 21.263 25.903 -11.617 0.52 -0.15 -0.11 0.132
H 22.327 24.389 -11.261 0.42 0.67 -0.58 0.128
H 21.097 23.739 -13.157 0.00 -1.54 0.27 0.101
H 19.713 24.614 -12.676 -0.56 -0.14 0.02 0.123
```
Positions in Å, forces in eV/Å.


2.
This record from the OMol25 dataset describes C26H28N4O3S in the gas phase in a non-equilibrium geometry. The level of theory is wB97M-V/def2-TZVPD.

Summary:
Spin multiplicity ... 1
Charge ... 0
Frontier orbital gap ... 0.2768 Eh
ΔE to the lowest compared entry with this formula, charge and spin ... 45.29 kcal/mol
Structure (SMILES) ... CCN(CC)CCOC(=O)c1ccc(N/C=C(/C#N)c2nc(-c3cccc(OC)c3)cs2)cc1
Strongest force on any atom ... 1.0 eV/A

```
62
Properties=species:S:1:pos:R:3:forces:R:3:lowdin_charge:R:1
C -1.367 -4.895 -1.753 -0.05 0.18 -0.24 -0.070
H -0.347 -4.526 -1.687 0.16 -0.03 0.02 0.073
H -1.337 -5.973 -1.883 0.03 -0.14 0.03 0.064
H -1.882 -4.678 -0.821 -0.04 0.00 0.12 0.065
C -2.095 -4.216 -2.910 0.19 -0.09 0.15 -0.247
N -3.506 -4.556 -2.917 0.03 0.10 -0.07 -0.193
C -4.387 -3.493 -3.349 -0.08 0.33 0.55 -0.163
H -3.872 -2.776 -4.005 -0.05 -0.09 -0.06 0.126
C -4.955 -2.735 -2.141 -0.49 -0.45 -0.48 -0.132
H -5.430 -3.438 -1.450 0.02 0.14 -0.18 0.122
H -5.672 -1.977 -2.466 0.06 -0.02 0.07 0.129
O -3.910 -2.056 -1.454 0.28 0.19 -0.09 -0.012
C -3.564 -2.512 -0.242 -0.21 -0.25 0.33 -0.463
O -4.162 -3.372 0.359 0.12 0.14 -0.07 0.107
C -2.363 -1.824 0.287 0.21 0.09 0.07 -0.131
C -1.906 -2.169 1.557 -0.17 0.00 -0.27 0.002
C -0.789 -1.571 2.096 0.24 0.20 -0.02 -0.001
C -0.094 -0.605 1.363 -0.74 -0.48 -0.25 -0.221
C -0.551 -0.264 0.084 0.22 0.03 0.22 -0.009
C -1.670 -0.863 -0.448 -0.17 -0.18 0.14 -0.006
H -2.017 -0.594 -1.433 -0.01 0.03 -0.09 0.120
H 0.000 0.470 -0.487 0.06 0.07 -0.07 0.107
N 1.021 0.054 1.832 0.57 0.44 0.01 0.087
C 1.740 -0.178 2.939 0.18 0.13 0.00 -0.013
C 2.835 0.580 3.266 -0.60 -0.30 -0.29 -0.236
C 3.569 0.274 4.426 0.03 -0.22 0.28 -0.258
N 4.170 0.030 5.373 0.28 -0.07 0.38 0.164
C 3.275 1.684 2.456 0.74 0.52 0.18 -0.513
N 2.647 2.101 1.398 -0.33 -0.29 -0.03 0.065
C 3.267 3.147 0.791 0.89 0.37 0.38 -0.325
C 4.418 3.543 1.415 -0.26 -0.25 0.06 -0.333
S 4.737 2.587 2.808 -0.64 -0.21 -0.42 1.089
H 5.074 4.348 1.156 0.10 0.22 -0.11 0.070
C 2.673 3.739 -0.404 -0.06 0.24 -0.46 -0.167
C 3.452 4.406 -1.342 -0.04 -0.12 0.22 -0.041
C 2.855 4.951 -2.466 -0.11 0.05 -0.02 -0.072
C 1.493 4.845 -2.659 -0.17 -0.05 0.04 -0.006
C 0.700 4.182 -1.719 0.13 0.07 -0.10 -0.267
C 1.296 3.625 -0.597 -0.19 -0.02 0.00 0.032
H 0.714 3.114 0.154 -0.10 -0.03 0.04 0.100
O -0.633 4.139 -1.995 0.29 0.14 -0.19 -0.079
C -1.502 3.555 -1.055 -0.15 -0.08 0.16 -0.077
H -2.504 3.692 -1.458 0.05 -0.04 0.07 0.096
H -1.309 2.484 -0.933 0.02 0.04 0.02 0.074
H -1.434 4.049 -0.081 0.01 -0.03 -0.03 0.100
H 1.014 5.268 -3.527 -0.06 0.05 -0.11 0.117
H 3.458 5.465 -3.198 0.04 0.04 -0.07 0.106
H 4.519 4.482 -1.203 0.12 -0.02 0.00 0.107
H 1.455 -1.000 3.581 -0.03 -0.03 0.01 0.136
H 1.397 0.833 1.271 -0.18 -0.14 0.08 0.105
H -0.463 -1.847 3.086 0.01 -0.03 0.11 0.105
H -2.452 -2.917 2.113 -0.04 -0.06 0.05 0.124
H -5.232 -3.908 -3.903 -0.01 0.04 -0.03 0.119
C -3.811 -5.856 -3.482 -0.20 -0.08 0.14 -0.256
H -2.949 -6.504 -3.316 0.01 0.01 -0.07 0.107
C -5.025 -6.478 -2.799 0.26 0.00 -0.19 -0.079
H -5.175 -7.494 -3.156 -0.12 -0.11 -0.04 0.069
H -4.865 -6.499 -1.725 0.00 -0.01 0.12 0.077
H -5.927 -5.905 -3.000 -0.14 0.04 0.00 0.063
H -3.981 -5.798 -4.572 0.10 -0.03 0.06 0.119
H -1.608 -4.482 -3.866 -0.03 0.11 0.03 0.120
H -2.008 -3.135 -2.783 0.00 -0.04 -0.09 0.103
```
Positions in Å, forces in eV/Å.